No. 1
{
  "formula": "C13H40InO7S6",
  "method": "ωB97M-V/def2-TZVPD",
  "total_charge": 3,
  "homo_ha": -0.5292,
  "gap_ev": 1.4,
  "elements": ["In", "C", "O", "H", "H", "H", "H", "C", "S", "O", "C", "H", "H", "H", "H", "H", "H", "C", "S", "O", "C", "H", "H", "H", "H", "H", "H", "C", "S", "O", "C", "H", "H", "H", "H", "H", "H", "C", "S", "O", "C", "H", "H", "H", "H", "H", "H", "C", "S", "O", "C", "H", "H", "H", "H", "H", "H", "C", "S", "O", "C", "H", "H", "H", "H", "H", "H"],
  "coordinates": [[-1.4579, 1.3322, 1.5057], [-3.6779, -0.6403, 6.5868], [-2.4786, -0.9472, 5.8474], [-3.6833, -1.2799, 7.4694], [-3.6375, 0.3865, 6.9504], [-4.5333, -0.8181, 5.9350], [-2.3344, -1.8736, 6.0534], [0.8812, -6.3920, -0.1024], [0.2699, -5.6810, 1.4805], [-0.1246, -4.2631, 1.1475], [-1.1420, -6.7798, 1.7082], [1.4316, -7.3069, 0.1168], [1.5784, -5.7375, -0.6253], [0.0897, -6.4966, -0.8445], [-1.6872, -6.7928, 0.7644], [-1.7495, -6.5259, 2.5768], [-0.7044, -7.7452, 1.9624], [-5.9791, 4.8972, -3.5007], [-6.7215, 3.5942, -2.4514], [-5.5505, 2.9958, -1.6509], [-7.6311, 4.8385, -1.4265], [-5.2361, 4.4166, -4.1371], [-5.5884, 5.7701, -2.9778], [-6.6436, 5.1967, -4.3112], [-6.9659, 5.5772, -0.9795], [-7.9364, 4.2722, -0.5466], [-8.5696, 5.1663, -1.8735], [-2.3505, -3.2870, -5.3438], [-3.2001, -2.8197, -3.7316], [-2.4940, -1.5938, -3.1458], [-4.8642, -2.2637, -4.3488], [-2.8508, -3.0005, -6.2689], [-2.2197, -4.3647, -5.2470], [-1.4073, -2.7409, -5.3319], [-4.7119, -1.4516, -5.0598], [-5.5664, -1.8852, -3.6060], [-5.3083, -3.0712, -4.9309], [5.6687, -2.2156, 3.5994], [4.4948, -1.1823, 4.6180], [3.2200, -0.7178, 3.8729], [3.9373, -2.5264, 5.7278], [6.0367, -1.7635, 2.6783], [5.0181, -3.0636, 3.3854], [6.5282, -2.4794, 4.2157], [3.4578, -3.3909, 5.2686], [3.2870, -2.1083, 6.4963], [4.7755, -2.9696, 6.2655], [5.3103, 0.6712, -2.6007], [4.2207, -0.7509, -2.1979], [2.9172, -0.0664, -1.8183], [4.1261, -1.4423, -3.9266], [6.2964, 0.3433, -2.9296], [5.4077, 1.3210, -1.7311], [4.9119, 1.2902, -3.4045], [3.5222, -2.3438, -4.0305], [5.1245, -1.5350, -4.3541], [3.8561, -0.5941, -4.5557], [3.0278, 8.0676, 1.9341], [3.4884, 6.4307, 1.3076], [2.1084, 5.7118, 1.3603], [3.7739, 6.8297, -0.4842], [1.9899, 8.1965, 1.6271], [3.6919, 8.8672, 1.6060], [3.0728, 7.9810, 3.0198], [4.8117, 7.1461, -0.5890], [3.0620, 7.5830, -0.8215], [3.6111, 6.0256, -1.2019]]
}

No. 2
{
  "formula": "C13H40N2O13",
  "method": "ωB97M-V/def2-TZVPD",
  "homo_ha": -0.3552,
  "relative_energy_kj_mol": 112.2,
  "gap_ev": 9.6,
  "elements": ["N", "C", "N", "O", "H", "H", "H", "H", "O", "C", "C", "O", "H", "H", "H", "H", "H", "H", "O", "C", "C", "O", "H", "H", "H", "H", "H", "H", "O", "C", "C", "O", "H", "H", "H", "H", "H", "H", "O", "C", "C", "O", "H", "H", "H", "H", "H", "H", "O", "C", "C", "O", "H", "H", "H", "H", "H", "H", "O", "C", "C", "O", "H", "H", "H", "H", "H", "H"],
  "coordinates": [[-0.1267, -1.5601, 0.0211], [-1.3089, -2.0839, 0.6127], [-1.7669, -1.2836, 1.6700], [-1.8657, -3.1067, 0.1545], [0.3205, -0.7191, 0.2951], [0.1530, -2.1312, -0.7954], [-2.7156, -1.3151, 1.9947], [-1.1274, -0.5597, 1.9589], [3.0733, 1.3367, -4.7872], [1.8742, 0.9933, -5.4520], [1.3769, -0.3430, -5.0163], [0.8653, -0.1967, -3.6768], [2.8969, 1.5981, -3.8668], [1.0966, 1.7634, -5.3946], [2.1445, 0.9303, -6.5127], [2.1866, -1.0775, -4.9973], [0.5425, -0.7156, -5.6258], [0.8936, -1.0560, -3.1913], [-4.6873, -0.5919, 3.1770], [-3.7873, -0.5185, 4.2981], [-3.6398, 0.9497, 4.6384], [-2.8552, 1.0988, 5.8739], [-5.4421, -1.1567, 3.3353], [-4.1981, -1.0386, 5.1698], [-2.8650, -1.0131, 3.9950], [-4.6543, 1.3617, 4.7083], [-3.0658, 1.4609, 3.8467], [-2.5786, 2.0189, 5.9299], [0.1834, 0.7522, 2.4700], [-0.2648, 2.0592, 2.6658], [-0.0709, 2.5367, 4.0960], [-0.3554, 3.9348, 4.2148], [0.7733, 0.5177, 3.1976], [0.2491, 2.7617, 1.9952], [-1.3237, 2.2042, 2.4195], [0.9765, 2.3700, 4.4247], [-0.6701, 2.0099, 4.8410], [0.3315, 4.4492, 3.7802], [0.9351, -2.7146, -2.3761], [0.9285, -3.9421, -3.1403], [1.3186, -5.1248, -2.2670], [2.7174, -5.2054, -2.1265], [1.7975, -2.6711, -1.9279], [-0.0983, -4.0017, -3.5036], [1.5392, -3.8780, -4.0477], [1.0534, -6.0312, -2.7937], [0.8566, -4.9306, -1.3013], [3.0936, -4.3457, -1.9137], [-3.2545, 1.9565, -1.3507], [-2.2517, 1.1082, -0.7893], [-0.8805, 1.6324, -1.0431], [-0.6124, 1.8754, -2.3854], [-2.8291, 2.7958, -1.5617], [-2.4298, 1.2179, 0.2948], [-2.4482, 0.0653, -1.0133], [-0.1269, 0.9641, -0.6238], [-0.7451, 2.5990, -0.5511], [-0.2787, 1.0682, -2.8193], [3.1354, 1.8816, -1.4610], [2.8843, 0.7505, -0.6489], [2.9559, 1.0668, 0.8447], [4.3260, 1.3894, 1.2169], [2.4712, 2.5692, -1.3037], [1.9501, 0.2800, -0.9717], [3.7291, 0.1076, -0.9095], [2.5681, 0.3186, 1.5423], [2.3220, 1.9574, 0.9883], [4.8049, 0.6009, 1.4758]]
}

No. 3
{
  "formula": "C13H40N8O7",
  "method": "ωB97M-V/def2-TZVPD",
  "homo_ha": -0.3424,
  "relative_energy_kj_mol": 498.0,
  "gap_ev": 9.8,
  "elements": ["N", "C", "N", "O", "H", "H", "H", "H", "N", "C", "N", "O", "H", "H", "H", "H", "N", "C", "N", "O", "H", "H", "H", "H", "N", "C", "N", "O", "H", "H", "H", "H", "C", "C", "C", "O", "H", "H", "H", "H", "H", "H", "H", "H", "C", "C", "C", "O", "H", "H", "H", "H", "H", "H", "H", "H", "C", "C", "C", "O", "H", "H", "H", "H", "H", "H", "H", "H"],
  "coordinates": [[2.5571, 7.2928, 5.5429], [2.4218, 6.6688, 4.4376], [2.4389, 7.4077, 3.3946], [2.1213, 5.5209, 4.3600], [2.3926, 6.8923, 6.4555], [2.6783, 8.2935, 5.4791], [2.5887, 8.4063, 3.3725], [2.1205, 7.0062, 2.5243], [-1.5318, 5.7278, -2.1155], [-0.5694, 6.6300, -2.3563], [-1.0071, 7.8319, -2.4699], [0.6005, 6.3892, -2.5023], [-1.2398, 4.8164, -1.7926], [-2.5178, 5.8530, -1.9362], [-0.4743, 8.4377, -3.0775], [-1.9074, 8.0065, -2.0468], [6.1783, -7.7799, -2.9749], [5.0810, -7.6679, -2.2872], [5.1612, -8.3424, -1.2253], [4.1235, -6.9904, -2.6055], [6.8963, -8.4117, -2.6502], [6.1343, -7.2894, -3.8567], [4.3429, -8.2954, -0.6352], [5.9670, -8.8846, -0.9481], [-0.4720, -1.3969, -0.9634], [-0.6906, -0.4803, -0.1432], [0.4031, -0.1377, 0.4902], [-1.7994, 0.0915, -0.0232], [0.2740, -2.0589, -0.8043], [-1.1997, -1.5536, -1.6460], [0.3263, 0.6319, 1.1397], [1.2823, -0.4943, 0.1439], [-6.7071, -1.9017, -4.0536], [-6.7074, -1.4444, -5.4992], [-6.9744, 0.0262, -5.6594], [-5.4693, -1.8019, -6.0003], [-6.1358, -1.1709, -3.4813], [-6.3846, -2.9128, -3.8050], [-7.6917, -1.8497, -3.5890], [-7.4831, -2.0092, -6.0163], [-6.3127, 0.5498, -4.9693], [-7.9766, 0.3531, -5.3822], [-6.9471, 0.3570, -6.6976], [-5.7118, -1.7212, -6.9257], [-5.3066, -4.1879, 7.6492], [-4.2794, -3.4766, 6.7170], [-4.8658, -2.0567, 6.1720], [-3.1318, -3.3250, 7.5565], [-5.3276, -3.7719, 8.6565], [-5.2323, -5.2728, 7.7242], [-6.3331, -3.9968, 7.3361], [-4.1421, -4.1685, 5.8860], [-5.0800, -1.2643, 6.8891], [-5.8581, -2.3791, 5.8566], [-4.2863, -1.4948, 5.4396], [-2.5469, -4.0767, 7.4369], [6.4702, -0.2005, -2.0942], [6.6893, 1.1807, -1.5575], [8.0338, 1.3563, -0.9909], [6.5198, 2.0773, -2.5606], [7.0508, -0.3376, -3.0065], [5.4007, -0.3640, -2.2266], [6.8279, -0.9932, -1.4372], [6.0411, 1.4062, -0.7107], [8.2513, 0.6200, -0.2172], [8.3124, 2.3809, -0.7445], [8.7900, 1.0912, -1.7299], [5.8236, 2.6579, -2.2446]]
}

No. 4
{
  "formula": "C13H40O13S3",
  "method": "ωB97M-V/def2-TZVPD",
  "homo_ha": -0.3730,
  "relative_energy_kj_mol": 324.0,
  "gap_ev": 10.5,
  "elements": ["C", "C", "O", "S", "C", "O", "O", "H", "H", "H", "H", "H", "H", "H", "H", "C", "C", "O", "S", "C", "O", "O", "H", "H", "H", "H", "H", "H", "H", "H", "C", "C", "O", "S", "C", "O", "O", "H", "H", "H", "H", "H", "H", "H", "H", "C", "O", "H", "H", "H", "H", "C", "O", "H", "H", "H", "H", "C", "O", "H", "H", "H", "H", "C", "O", "H", "H", "H", "H"],
  "coordinates": [[-29.5900, -18.8507, -11.4377], [-30.1543, -17.5286, -10.9779], [-29.0470, -16.6609, -10.8744], [-29.2615, -15.3348, -9.8506], [-28.6691, -16.0903, -8.2640], [-28.3601, -14.3175, -10.3262], [-30.6575, -15.0433, -9.7709], [-28.7514, -19.2561, -10.8715], [-29.0366, -18.7298, -12.3690], [-30.2920, -19.6819, -11.5034], [-30.9093, -17.1042, -11.6397], [-30.7596, -17.6897, -10.0858], [-28.8675, -15.4080, -7.4375], [-27.5881, -16.2280, -8.2384], [-29.1859, -17.0374, -8.1093], [-25.4766, -15.5270, -19.9859], [-27.0398, -15.8971, -19.9858], [-27.7968, -15.3408, -18.9580], [-28.1136, -13.6342, -19.1250], [-28.7228, -13.3453, -17.4088], [-26.8966, -12.8583, -19.4349], [-29.3382, -13.4531, -19.9192], [-24.8521, -16.3560, -20.3188], [-25.0186, -15.1064, -19.0907], [-25.3849, -14.7541, -20.7491], [-27.4906, -15.7185, -20.9620], [-27.1534, -16.9410, -19.6935], [-28.0305, -13.9613, -16.8349], [-29.7103, -13.7638, -17.2145], [-28.5411, -12.3084, -17.1258], [-34.0683, 0.0199, -3.4983], [-33.8621, -1.1636, -4.3635], [-33.8471, -2.2914, -3.5134], [-33.0074, -3.5927, -3.9416], [-34.0667, -4.2331, -5.3525], [-31.7711, -3.1602, -4.5635], [-32.9848, -4.6089, -2.9294], [-33.5345, 0.0355, -2.5482], [-35.1301, 0.0153, -3.2519], [-34.0294, 1.0106, -3.9512], [-34.5362, -1.1674, -5.2200], [-32.8392, -1.0265, -4.7141], [-33.6504, -5.1389, -5.7934], [-34.2157, -3.4151, -6.0574], [-35.0185, -4.3632, -4.8376], [-25.0125, -5.9226, -3.9246], [-24.2715, -6.7749, -3.1299], [-25.0514, -4.9253, -3.4865], [-24.6918, -5.7511, -4.9522], [-26.0430, -6.2762, -3.8906], [-24.9280, -7.1585, -2.5438], [-27.9548, 0.3959, -7.5686], [-27.3944, -0.8708, -7.1330], [-28.2157, 0.9387, -6.6600], [-27.2213, 1.0731, -8.0061], [-28.7413, 0.3133, -8.3187], [-28.0949, -1.3946, -6.7372], [-32.7899, -3.5751, -16.2294], [-32.0052, -2.5537, -15.6351], [-32.0460, -4.2971, -16.5662], [-33.3617, -4.0793, -15.4503], [-33.5323, -3.2712, -16.9673], [-32.6203, -1.8757, -15.3461], [-28.9657, -6.0295, -10.6994], [-29.1365, -7.2835, -11.4241], [-27.9108, -5.7718, -10.6049], [-29.3381, -5.2126, -11.3175], [-29.4672, -6.0020, -9.7320], [-28.5310, -7.9187, -11.0350]]
}

No. 5
{
  "formula": "C13H41NO10",
  "method": "ωB97M-V/def2-TZVPD",
  "homo_ha": -0.3415,
  "relative_energy_kj_mol": 428.5,
  "gap_ev": 9.7,
  "elements": ["C", "O", "C", "C", "C", "N", "H", "H", "H", "H", "H", "H", "H", "H", "H", "H", "H", "O", "C", "C", "O", "H", "H", "H", "H", "H", "H", "O", "C", "C", "O", "H", "H", "H", "H", "H", "H", "O", "C", "C", "O", "H", "H", "H", "H", "H", "H", "C", "O", "H", "H", "H", "H", "C", "O", "H", "H", "H", "H", "C", "O", "H", "H", "H", "H"],
  "coordinates": [[2.0637, 1.2404, -1.0049], [3.3756, 1.0215, -1.5446], [3.5249, 1.4741, -2.9253], [3.4808, 3.1031, -2.9669], [3.6475, 3.7542, -4.3563], [4.2257, 3.9335, -2.0020], [1.8187, 2.2729, -0.7561], [1.7993, 0.6560, -0.1236], [1.3353, 1.0090, -1.7821], [4.5997, 1.3811, -3.0809], [3.0827, 0.9606, -3.7790], [2.4775, 3.3570, -2.6246], [3.3201, 4.7920, -4.4176], [3.0705, 3.2061, -5.1011], [4.6853, 3.6422, -4.6704], [4.2682, 3.6491, -1.0338], [5.2242, 3.9248, -2.1535], [0.8750, -1.9940, 5.4761], [-0.4684, -1.7572, 5.1426], [-0.4069, -0.9703, 3.8134], [-1.5837, -0.8854, 2.9947], [0.7992, -2.4655, 6.3089], [-0.9099, -2.7539, 5.1411], [-0.8677, -1.1664, 5.9670], [0.2771, -1.5507, 3.1942], [0.0410, -0.0413, 4.1663], [-1.3204, -0.4403, 2.1859], [-1.4555, 1.8045, -2.0610], [-1.9284, 3.0930, -2.4747], [-1.4156, 3.3756, -3.9709], [-1.7077, 4.6713, -4.3074], [-1.8070, 1.1657, -2.6853], [-3.0102, 3.2153, -2.4216], [-1.5245, 3.7231, -1.6822], [-2.0074, 2.7026, -4.5912], [-0.3693, 3.0710, -3.9481], [-1.5668, 4.7419, -5.2544], [1.2019, -4.4074, -1.1430], [0.8578, -4.7403, 0.1416], [-0.3630, -5.5865, 0.1235], [0.0072, -6.9572, -0.1537], [1.9033, -4.9783, -1.4651], [1.7358, -4.8578, 0.7768], [0.5505, -3.7663, 0.5222], [-1.1243, -5.2966, -0.6006], [-0.7766, -5.6951, 1.1261], [0.5997, -6.8927, -0.9063], [-3.5343, -3.3945, 4.1505], [-2.7586, -3.2201, 2.9179], [-4.5380, -3.0836, 3.8609], [-3.5042, -4.3806, 4.6140], [-3.0710, -2.7403, 4.8891], [-2.4910, -2.3035, 2.8180], [-0.6710, -1.1724, -0.1303], [-0.4980, 0.0535, 0.5357], [-1.5003, -1.6526, 0.3891], [-0.9103, -1.0701, -1.1888], [0.2381, -1.7681, -0.0477], [-0.0220, 0.6511, -0.0455], [-2.7415, 2.4138, 1.9549], [-2.6888, 3.6400, 2.6313], [-3.5050, 1.7172, 2.3013], [-2.8457, 2.5045, 0.8737], [-1.7625, 1.9875, 2.1736], [-3.4306, 4.0802, 2.2100]]
}

No. 6
{
  "formula": "C13H42Ag2F3O15P",
  "method": "ωB97M-V/def2-TZVPD",
  "total_charge": -1,
  "s2": 3.773,
  "homo_ha": [0.0166, -0.2081],
  "multiplicity": 4,
  "gap_ev": [1.7, 5.6],
  "elements": ["Ag", "Ag", "C", "O", "O", "C", "F", "F", "F", "C", "C", "H", "H", "H", "H", "H", "H", "P", "O", "O", "O", "O", "C", "O", "H", "H", "H", "H", "C", "O", "H", "H", "H", "H", "C", "O", "H", "H", "H", "H", "C", "O", "H", "H", "H", "H", "C", "O", "H", "H", "H", "H", "C", "O", "H", "H", "H", "H", "C", "O", "H", "H", "H", "H", "C", "O", "H", "H", "H", "H", "C", "O", "H", "H", "H", "H"],
  "coordinates": [[14.5095, 17.1601, 8.5008], [16.1751, 18.0274, 5.3270], [15.9341, 20.3769, 7.8321], [16.5043, 20.2403, 9.1246], [15.5398, 19.0732, 7.4093], [14.8009, 21.4602, 7.8472], [15.2221, 22.5730, 8.4718], [14.2201, 21.7630, 6.6370], [13.7520, 21.0649, 8.6039], [17.9173, 20.3855, 9.4376], [18.3014, 21.9125, 9.2663], [19.3625, 22.0456, 9.4773], [18.0550, 22.3146, 8.2836], [17.8307, 22.5313, 10.0303], [18.4642, 19.7360, 8.7540], [18.1778, 20.0251, 10.4327], [16.5777, 20.8037, 7.0628], [14.4440, 15.9067, 5.9052], [13.3354, 16.4152, 6.8036], [15.6736, 16.4012, 6.6931], [14.6435, 16.7161, 4.6032], [14.6526, 14.4568, 5.3774], [18.4732, 25.6619, 6.8999], [19.3779, 26.4218, 6.1423], [17.6999, 25.2291, 6.2654], [19.0100, 24.7916, 7.2775], [18.0597, 26.2712, 7.7036], [19.1853, 27.3524, 6.2788], [18.1161, 20.9803, 4.3802], [17.8780, 19.6422, 4.5612], [17.4659, 21.4690, 5.1058], [19.1596, 21.2550, 4.5337], [17.9066, 21.2198, 3.3377], [18.2310, 19.1510, 3.8158], [11.8385, 18.8204, 9.9560], [12.4843, 18.4876, 8.7267], [10.8747, 19.0012, 9.4800], [11.7241, 17.9620, 10.6180], [12.3323, 19.6778, 10.4131], [12.1454, 19.0095, 7.9957], [15.1411, 17.3047, 11.8901], [14.8775, 18.1202, 10.6901], [14.4785, 17.7610, 12.6255], [14.7555, 16.2873, 11.8250], [16.1564, 17.3348, 12.2855], [15.1215, 19.0279, 10.8856], [15.4384, 21.8168, 12.1565], [14.7381, 20.5879, 12.3604], [15.2475, 22.1958, 11.1525], [14.9319, 22.5234, 12.8140], [16.4893, 21.8555, 12.4432], [15.2397, 20.0999, 13.0176], [20.7189, 20.2594, 7.0559], [20.3845, 18.9364, 7.3823], [19.8608, 20.8809, 6.8000], [21.2498, 20.6114, 7.9404], [21.3884, 20.4410, 6.2151], [21.0775, 18.2740, 7.4333], [14.5251, 20.6558, 3.4865], [14.7571, 19.4812, 4.2920], [13.7406, 20.4113, 2.7703], [14.1946, 21.5113, 4.0755], [15.3831, 20.9967, 2.9071], [13.8699, 19.1907, 4.5157], [12.0249, 24.2942, 7.4220], [10.6393, 24.0776, 7.5626], [12.6121, 23.4366, 7.7506], [12.2140, 24.4675, 6.3627], [12.3132, 25.1983, 7.9583], [10.4927, 24.1788, 8.5059], [18.7317, 16.2744, 7.0417], [18.2823, 17.4466, 6.3228], [18.9651, 16.5183, 8.0781], [17.9028, 15.5740, 7.1440], [19.6279, 15.8068, 6.6337], [18.9621, 18.0612, 6.6088]]
}

| no. | E (eV) |
| --- | --- |
| 1 | -98609.686 |
| 2 | -43724.563 |
| 3 | -40382.330 |
| 4 | -73246.435 |
| 5 | -36104.790 |
| 6 | -70306.948 |